ORCA calculation (ωB97M-V/def2-TZVPD) on C16H21Cu2F3N3O3 as an isolated structure at a distorted geometry.

```
48
C16H21Cu2F3N3O3 (ωB97M-V/def2-TZVPD)
Cu -3.98 -0.36 -3.18
Cu -0.01 0.47 -3.34
O -1.71 -0.57 -1.03
H -0.90 -0.26 -0.59
N -2.61 -3.76 1.18
C -3.41 -3.55 2.23
C -3.67 -4.78 2.81
C -3.21 -5.75 1.95
C -2.49 -5.09 1.00
H -2.29 -3.04 0.54
H -3.72 -2.56 2.50
H -4.18 -5.00 3.74
H -3.39 -6.82 1.97
H -1.95 -5.47 0.14
N -0.13 4.13 -3.25
C 1.18 3.83 -3.60
C 1.86 3.34 -2.53
C 0.95 3.24 -1.48
C -0.24 3.79 -1.92
H -0.85 4.42 -3.90
H 1.53 3.95 -4.62
H 2.88 3.00 -2.60
H 1.11 2.87 -0.48
H -1.13 4.12 -1.41
N -3.13 1.51 2.22
C -2.26 1.91 3.11
C -2.91 2.51 4.16
C -4.25 2.63 3.82
C -4.33 2.09 2.52
H -2.86 0.96 1.42
H -1.25 1.59 2.94
H -2.46 2.82 5.09
H -5.11 3.04 4.32
H -5.21 2.01 1.90
C 3.76 -0.43 0.86
C 4.60 -1.49 0.15
O 5.25 -1.15 -1.12
C 4.56 -0.90 -2.27
O 3.35 -0.83 -2.36
C 5.49 -0.57 -3.41
F 5.42 -1.54 -4.38
F 5.05 0.49 -3.96
F 6.77 -0.28 -3.06
H 4.22 0.56 0.90
H 3.38 -0.65 1.86
H 2.84 -0.34 0.29
H 3.98 -2.39 0.10
H 5.46 -1.70 0.79
```

Results
charge	+1
spin multiplicity	1
Kohn-Sham gap	2.912	eV
largest force on an atom	3.763	eV/A

---

ORCA calculation (ωB97M-V/def2-TZVPD) on a 3-piece molecular cluster, C16H21F2N2O8S2 overall.

```
51
C16H21F2N2O8S2 (ωB97M-V/def2-TZVPD)
O -3.04 -0.29 2.34
C -2.84 0.87 2.47
O -3.80 1.84 2.26
N -4.21 1.97 0.88
C -3.05 1.87 0.01
O -2.81 0.99 -0.71
F -2.23 2.90 0.21
C -4.81 3.25 0.67
O -5.02 3.67 -0.40
F -5.13 3.85 1.80
C -1.52 1.41 2.92
C -1.42 2.31 3.99
C -0.17 2.77 4.33
N 0.91 2.34 3.65
C 0.84 1.48 2.62
C -0.39 0.98 2.23
H -2.31 2.64 4.51
H -0.04 3.48 5.13
H 1.82 2.69 3.92
H 1.74 1.17 2.11
H -0.48 0.29 1.41
C -3.19 -2.64 -2.35
C -2.52 -2.23 -3.66
C -1.06 -1.88 -3.34
S -0.62 -2.86 -1.90
O -0.37 -1.96 -0.79
O 0.34 -3.86 -2.26
C -2.23 -3.60 -1.67
H -4.16 -3.10 -2.52
H -3.34 -1.76 -1.72
H -2.55 -3.06 -4.37
H -3.02 -1.38 -4.13
H -0.38 -2.13 -4.15
H -0.94 -0.83 -3.07
H -2.42 -3.73 -0.60
H -2.21 -4.57 -2.17
C 5.74 -0.07 -0.56
C 4.87 -0.79 -1.59
C 3.55 -1.16 -0.91
S 3.30 0.08 0.37
O 3.33 -0.54 1.67
O 2.18 0.93 0.02
C 4.83 0.96 0.10
H 6.61 0.41 -1.01
H 6.10 -0.77 0.19
H 4.68 -0.13 -2.44
H 5.36 -1.68 -1.98
H 2.70 -1.13 -1.58
H 3.59 -2.13 -0.42
H 5.20 1.34 1.06
H 4.61 1.79 -0.57
```

Results
charge	+1
spin multiplicity	1
Kohn-Sham gap	7.690	eV
largest force on an atom	0.820	eV/A

---

| no. | E_HOMO (eV) |
| --- | --- |
| 1 | -9.61 |
| 2 | -12.37 |